i.
Below is a cluster of 8 separate species, ClH14O7 in total, with properties calculated with the ωB97M-V functional and the def2-TZVPD basis.

Last column: Mulliken charge in e.
CARTESIAN COORDINATES (ANGSTROEM)
Cl  -0.45871  -0.60762  0.43121  -0.82
O  2.80046  -1.92300  0.10480  -0.69
H  2.60800  -1.87981  -0.86246  0.45
H  2.41467  -1.07277  0.34017  0.31
O  -2.58015  -2.06398  1.92269  -0.59
H  -3.25288  -1.56845  2.45835  0.30
H  -1.98944  -1.49264  1.48589  0.31
O  2.24298  1.86435  1.05806  -0.67
H  1.45569  1.42310  1.43488  0.29
H  1.93180  2.26481  0.20447  0.39
O  -1.24616  -0.31342  -2.58422  -0.58
H  -1.09770  -0.33552  -1.62595  0.25
H  -2.09178  0.12120  -2.68842  0.27
O  -2.07177  1.61834  2.00551  -0.62
H  -1.34874  1.16855  1.59651  0.32
H  -1.57499  2.29231  2.49272  0.30
O  0.32361  2.03896  -0.98433  -0.70
H  0.13002  1.24405  -0.48430  0.25
H  0.03821  2.85007  -0.58479  0.30
O  1.57995  -1.81182  -2.19348  -0.75
H  1.03282  -1.21610  -1.66853  0.31
H  1.15410  -2.60060  -1.85877  0.37

Values from the calculation:
* Kohn-Sham gap: 9.7 eV
* charge: -1
* HOMO energy: -6.58 eV



ii.
Below is a cluster of 8 separate species, ClH14O7 in total, with properties calculated with the ωB97M-V functional and the def2-TZVPD basis.

Last column: Mulliken charge in e.
CARTESIAN COORDINATES (ANGSTROEM)
Cl  -0.11907  0.02585  0.03844  -1.01
O  -0.79131  -2.63480  -2.28577  -0.62
H  -0.54655  -1.92658  -1.66905  0.33
H  -0.76443  -3.43318  -1.74999  0.28
O  0.65025  1.95964  2.50620  -0.58
H  0.57260  1.33167  1.75541  0.39
H  1.29371  2.61038  2.21178  0.26
O  -1.92724  2.85865  -0.70841  -0.63
H  -1.75698  3.01989  -1.64215  0.31
H  -1.39434  2.07142  -0.50564  0.36
O  2.35257  -0.04940  -1.84149  -0.61
H  2.32501  0.87383  -2.10729  0.29
H  1.74665  -0.09639  -1.06334  0.33
O  -1.18688  0.48258  -3.20329  -0.62
H  -0.88556  0.23603  -2.31307  0.29
H  -1.70899  -0.27346  -3.49148  0.29
O  1.59344  -2.44663  2.20432  -0.64
H  1.97804  -2.10818  3.01769  0.30
H  1.05234  -1.71074  1.87901  0.36
O  -0.84741  -0.60900  3.18805  -0.63
H  -0.76391  -0.46452  2.22767  0.23
H  -0.87192  0.28294  3.55240  0.32

Values from the calculation:
* Kohn-Sham gap: 10.2 eV
* charge: -1
* HOMO energy: -6.80 eV



Least stable = i



i.
Below is the molecule CH2N2O, with properties calculated with the ωB97M-V functional and the def2-TZVPD basis.

Last column: Mulliken charge in e.
CARTESIAN COORDINATES (ANGSTROEM)
C  0.60254  0.97714  -0.83244  0.51
N  -0.39875  0.06079  -1.01000  -0.34
N  0.92650  -0.23335  -0.42701  -0.22
O  1.28432  2.33402  -1.29954  -0.48
H  -1.04151  0.20701  -0.28093  0.26
H  1.21883  -0.74412  0.38769  0.28

Values from the calculation:
* Kohn-Sham gap: 10.0 eV
* charge: 0
* structure (SMILES): O=C1NN1
* HOMO energy: -10.14 eV



ii.
Below is the molecule CH2N2O, with properties calculated with the ωB97M-V functional and the def2-TZVPD basis.

Last column: Mulliken charge in e.
CARTESIAN COORDINATES (ANGSTROEM)
C  -0.92214  -0.13482  -0.07712  0.14
N  0.35012  0.52799  -0.21258  -0.02
N  1.27470  -0.13666  0.28638  -0.41
O  -1.93867  0.32678  -0.48327  -0.39
H  2.06306  0.52718  0.04098  0.30
H  -0.82706  -1.11047  0.44561  0.38

Values from the calculation:
* Kohn-Sham gap: 9.3 eV
* charge: 0
* structure (SMILES): [H]/N=N/C=O
* HOMO energy: -10.11 eV



Least stable = i



i.
Below is a cluster of 2 separate species, C4H8NO3 in total, with properties calculated with the ωB97M-V functional and the def2-TZVPD basis.

Last column: Mulliken charge in e.
CARTESIAN COORDINATES (ANGSTROEM)
C  -2.11446  0.99697  -1.70778  -0.85
C  -0.69709  0.47343  -1.96474  0.58
O  -0.31581  -0.43846  -1.16699  -0.80
O  -0.05527  0.94212  -2.92258  -0.72
H  -2.41968  1.76495  -2.41889  0.31
H  -2.31382  1.31030  -0.68170  0.22
H  -2.78908  0.16252  -1.94121  0.21
C  1.47459  0.46051  1.23472  -0.86
C  0.85458  -0.65588  2.00366  0.55
O  1.36247  -1.15460  3.00111  -0.68
N  -0.37754  -0.97153  1.53061  -0.38
H  -0.84810  -1.82134  1.79362  0.23
H  -0.53998  -0.72316  0.54552  0.36
H  1.12973  1.41259  1.61774  0.22
H  1.31820  0.49544  0.16351  0.30
H  2.55959  0.51868  1.35152  0.30

Values from the calculation:
* Kohn-Sham gap: 8.6 eV
* charge: -1
* HOMO energy: -4.70 eV



ii.
Below is the ion C4H8NO3 with charge -1, with properties calculated with the ωB97M-V functional and the def2-TZVPD basis.

Last column: Mulliken charge in e.
CARTESIAN COORDINATES (ANGSTROEM)
C  0.76746  -1.40414  0.44332  -0.42
O  0.13867  -2.22871  -0.52877  -0.50
C  0.13674  -0.00880  0.58910  0.30
C  -0.32269  0.62993  -0.73010  -0.89
C  -1.85247  0.96794  -0.72647  0.58
O  -2.25792  1.43666  0.36246  -0.73
O  -2.46938  0.79553  -1.79250  -0.75
N  1.14430  0.78199  1.32975  -0.81
H  0.74126  -1.99892  1.34697  0.25
H  1.80484  -1.22003  0.12259  0.25
H  -0.10148  -1.69773  -1.29418  0.29
H  -0.71871  -0.05499  1.25566  0.38
H  -0.09990  -0.03616  -1.57266  0.23
H  0.25892  1.51993  -0.97397  0.27
H  1.98077  0.76666  0.74455  0.24
H  0.84958  1.75086  1.42425  0.29

Values from the calculation:
* Kohn-Sham gap: 8.1 eV
* charge: -1
* structure (SMILES): N[C@H](CO)CC(=O)[O-]
* HOMO energy: -4.25 eV



Least stable = ii



i.
Below is a cluster of 2 separate species, C4H8NO3 in total, with properties calculated with the ωB97M-V functional and the def2-TZVPD basis.

Last column: Mulliken charge in e.
CARTESIAN COORDINATES (ANGSTROEM)
N  2.36128  -0.21331  -1.36969  -0.51
C  1.67016  0.15669  -0.15410  0.66
O  1.25028  -0.83883  0.49106  -0.73
O  1.56303  1.39317  0.15764  -0.76
H  2.77480  -1.12064  -1.31933  0.22
H  2.99574  0.54142  -1.66238  0.22
O  -1.92589  -1.56696  -0.24754  -0.59
C  -1.21777  -0.61205  -0.50997  0.00
C  -1.19489  0.62582  0.43028  -0.07
C  -2.45449  0.84259  1.17670  -1.25
H  -0.56591  -0.56142  -1.38349  0.37
H  -0.93428  1.53125  -0.16658  0.28
H  -0.30747  0.48018  1.14274  0.23
H  -3.34346  0.84756  0.51788  0.29
H  -2.47533  1.80371  1.72046  0.37
H  -2.59041  -0.00620  1.87181  0.27

Values from the calculation:
* Kohn-Sham gap: 8.5 eV
* charge: -1
* HOMO energy: -4.51 eV



ii.
Below is the ion C4H8NO3 with charge -1, with properties calculated with the ωB97M-V functional and the def2-TZVPD basis.

Last column: Mulliken charge in e.
CARTESIAN COORDINATES (ANGSTROEM)
O  2.25358  -0.03100  2.03681  -0.63
C  2.21166  0.16271  0.82931  0.04
N  1.07351  0.33727  0.13234  0.08
C  -0.26261  -0.05872  0.56216  -0.69
C  -0.67882  -1.33559  -0.33170  -0.34
O  -0.19737  -1.16202  -1.59155  -0.87
C  -1.21691  1.04427  -0.05217  -0.54
O  -1.01546  1.15420  -1.42480  -0.64
H  3.07622  0.07714  0.15067  0.31
H  1.05758  0.55293  -0.84188  0.27
H  -0.33214  -0.15824  1.63941  0.39
H  -0.30279  -2.28373  0.12766  0.33
H  -1.78244  -1.32721  -0.25274  0.23
H  -0.71442  0.19654  -1.71546  0.40
H  -0.91546  1.97123  0.45810  0.34
H  -2.25413  0.86022  0.27382  0.32

Values from the calculation:
* Kohn-Sham gap: 7.6 eV
* charge: -1
* structure (SMILES): O=CN[C@H](C[O-])CO
* HOMO energy: -3.58 eV



Least stable = ii



i.
Below is the ion C4H8NO3 with charge -1, with properties calculated with the ωB97M-V functional and the def2-TZVPD basis.

Last column: Mulliken charge in e.
CARTESIAN COORDINATES (ANGSTROEM)
O  -0.17538  0.83200  -2.07132  -0.74
C  -0.48877  -0.38450  -2.01044  0.65
O  -0.19135  -1.31052  -2.78192  -0.74
C  -1.39854  -0.72828  -0.80487  -0.64
N  -0.96091  -0.05184  0.41403  -0.50
C  0.34558  -0.52001  0.85595  -0.31
C  1.34547  0.60970  1.02136  -0.68
O  0.99015  1.54576  2.04445  -0.55
H  -2.40642  -0.37451  -1.04154  0.29
H  -1.43845  -1.80338  -0.63019  0.32
H  -0.88502  0.92458  0.15771  0.27
H  0.26502  -1.09045  1.78876  0.35
H  0.78908  -1.18551  0.10276  0.27
H  1.42205  1.11156  0.05226  0.36
H  2.32048  0.19064  1.27576  0.33
H  0.46701  2.23476  1.62727  0.33

Values from the calculation:
* Kohn-Sham gap: 7.6 eV
* charge: -1
* structure (SMILES): O=C([O-])CNCCO
* HOMO energy: -3.85 eV



ii.
Below is the ion C4H8NO3 with charge -1, with properties calculated with the ωB97M-V functional and the def2-TZVPD basis.

Last column: Mulliken charge in e.
CARTESIAN COORDINATES (ANGSTROEM)
O  2.66586  0.30311  0.36856  -0.73
C  1.71839  0.95269  0.87493  0.25
O  1.73984  1.85292  1.74519  -0.75
C  0.29849  0.52347  0.40825  0.33
C  0.22741  -0.24684  -0.89488  -0.68
C  -1.16209  -0.25966  -1.49916  -0.40
O  -2.06414  -1.07460  -0.73978  -0.58
N  -0.27616  -0.36018  1.47698  -0.78
H  -0.40596  1.35686  0.43156  0.26
H  0.62192  -1.24506  -0.71555  0.29
H  0.90504  0.23864  -1.59332  0.31
H  -1.09314  -0.73918  -2.47100  0.30
H  -1.56165  0.75600  -1.49035  0.26
H  -1.74498  -1.03668  0.17810  0.42
H  0.32349  -1.17930  1.57495  0.21
H  -0.19232  0.15780  2.34552  0.29

Values from the calculation:
* Kohn-Sham gap: 8.0 eV
* charge: -1
* structure (SMILES): N[C@H](CCO)C(=O)[O-]
* HOMO energy: -4.14 eV



Least stable = i



i.
Below is a cluster of 2 separate species, C3H10N in total, with properties calculated with the ωB97M-V functional and the def2-TZVPD basis.

Last column: Mulliken charge in e.
CARTESIAN COORDINATES (ANGSTROEM)
C  -0.82940  -1.73810  -0.76162  -0.75
C  1.03815  -0.10963  -0.67251  -0.03
N  0.55886  -1.30341  -0.87582  -0.02
H  -1.07025  -1.95386  0.27807  0.32
H  -0.98083  -2.61158  -1.39527  0.33
H  -1.55222  -0.99476  -1.11660  0.32
H  0.39379  0.74675  -0.41836  0.15
H  2.07898  0.00473  -0.84369  0.31
H  1.24920  -2.02231  -1.06878  0.31
C  -0.19237  1.98783  1.39190  -1.08
H  0.70120  2.31260  0.81647  0.29
H  -1.00938  1.93843  0.63537  0.30
H  -0.44609  2.72051  2.17003  0.27
H  0.06036  1.02282  1.86083  0.28

Values from the calculation:
* Kohn-Sham gap: 11.4 eV
* charge: +1
* HOMO energy: -16.95 eV



ii.
Below is a cluster of 2 separate species, C3H10N in total, with properties calculated with the ωB97M-V functional and the def2-TZVPD basis.

Last column: Mulliken charge in e.
CARTESIAN COORDINATES (ANGSTROEM)
C  2.03916  -2.26532  -0.52690  -0.98
H  0.99145  -2.45022  -0.17453  0.23
H  2.66285  -3.15024  -0.35110  0.28
H  2.42541  -1.36405  -0.02023  0.25
H  1.92587  -2.06679  -1.64090  0.26
C  -0.87726  0.98940  0.83188  0.14
C  -0.14419  0.43521  -0.15263  -0.49
N  -1.99396  1.94585  0.40423  -0.38
H  -0.77070  0.85448  1.90102  0.39
H  0.75018  -0.16504  0.07944  0.04
H  -0.33063  0.61936  -1.20511  0.18
H  -1.87662  2.15933  -0.60864  0.37
H  -2.93780  1.62911  0.54788  0.34
H  -1.86375  2.82893  0.91559  0.38

Values from the calculation:
* Kohn-Sham gap: 11.9 eV
* charge: +1
* HOMO energy: -15.79 eV



Least stable = ii